Entry 1:
{
  "formula": "C58H128N7O6",
  "method": "ωB97M-V with the def2-TZVPD basis set",
  "max_force_ev_per_a": 5.4,
  "homo_lumo_gap_ha": 0.24369,
  "total_charge": 5,
  "homo_energy_ev": -16.01,
  "lumo_energy_ev": -9.38,
  "relative_energy_kj_mol": 0.0,
  "elements": ["C", "C", "C", "N", "C", "C", "C", "C", "C", "H", "H", "H", "H", "H", "H", "H", "H", "H", "H", "H", "H", "H", "H", "H", "H", "H", "H", "C", "C", "C", "N", "C", "C", "C", "C", "C", "H", "H", "H", "H", "H", "H", "H", "H", "H", "H", "H", "H", "H", "H", "H", "H", "H", "H", "C", "C", "C", "N", "C", "C", "C", "C", "C", "H", "H", "H", "H", "H", "H", "H", "H", "H", "H", "H", "H", "H", "H", "H", "H", "H", "H", "C", "C", "C", "N", "C", "C", "C", "C", "C", "H", "H", "H", "H", "H", "H", "H", "H", "H", "H", "H", "H", "H", "H", "H", "H", "H", "H", "C", "C", "C", "N", "C", "C", "C", "C", "C", "H", "H", "H", "H", "H", "H", "H", "H", "H", "H", "H", "H", "H", "H", "H", "H", "H", "H", "C", "C", "C", "N", "C", "C", "C", "C", "C", "H", "H", "H", "H", "H", "H", "H", "H", "H", "H", "H", "H", "H", "H", "H", "H", "H", "H", "C", "C", "C", "N", "C", "C", "C", "C", "C", "H", "H", "H", "H", "H", "H", "H", "H", "H", "H", "H", "H", "H", "H", "H", "H", "H", "H", "O", "C", "O", "O", "H", "O", "C", "O", "O", "H"],
  "xyz": [[-2.25, 5.97, 4.37], [-2.34, 4.73, 3.48], [-2.41, 5.27, 2.04], [-1.87, 4.24, 0.97], [-0.71, 3.34, 1.32], [-3.00, 3.29, 0.40], [-2.73, 3.02, -1.10], [-2.00, 4.25, -1.63], [-1.65, 5.07, -0.30], [-1.44, 6.63, 4.07], [-2.05, 5.63, 5.39], [-3.19, 6.51, 4.41], [-3.20, 4.10, 3.72], [-1.43, 4.16, 3.63], [-1.72, 6.10, 1.91], [-3.40, 5.68, 1.82], [-0.13, 3.06, 0.45], [-1.09, 2.39, 1.68], [-0.05, 3.80, 2.06], [-3.23, 2.46, 1.06], [-3.91, 3.90, 0.40], [-1.97, 2.24, -1.19], [-3.60, 2.71, -1.68], [-1.09, 3.91, -2.12], [-2.56, 4.96, -2.24], [-0.66, 5.53, -0.34], [-2.40, 5.85, -0.19], [3.09, -5.65, 3.18], [1.57, -6.03, 3.22], [0.70, -5.03, 2.45], [-0.81, -5.45, 2.29], [-0.87, -6.79, 1.53], [-1.54, -4.43, 1.46], [-2.02, -3.32, 2.42], [-2.01, -4.01, 3.76], [-1.58, -5.43, 3.60], [3.44, -5.47, 2.17], [3.71, -6.45, 3.60], [3.33, -4.73, 3.71], [1.40, -6.18, 4.29], [1.61, -6.97, 2.67], [1.12, -4.91, 1.45], [0.80, -4.03, 2.88], [-0.30, -7.49, 2.14], [-0.34, -6.70, 0.59], [-1.87, -7.20, 1.37], [-2.43, -4.87, 1.00], [-0.94, -4.19, 0.58], [-3.04, -3.05, 2.13], [-1.48, -2.38, 2.38], [-3.03, -3.93, 4.13], [-1.33, -3.62, 4.51], [-2.38, -6.16, 3.50], [-1.05, -5.96, 4.39], [-6.97, 1.73, 0.90], [-6.07, 0.96, -0.03], [-6.83, -0.35, -0.47], [-6.02, -1.44, -1.20], [-5.54, -0.86, -2.58], [-6.83, -2.72, -1.43], [-5.82, -3.81, -1.74], [-4.60, -3.46, -0.91], [-4.88, -2.03, -0.35], [-7.92, 1.95, 0.41], [-6.45, 2.55, 1.40], [-7.20, 1.11, 1.77], [-5.13, 0.72, 0.46], [-5.88, 1.58, -0.91], [-7.67, -0.11, -1.12], [-7.24, -0.84, 0.41], [-6.39, -0.96, -3.26], [-4.81, -1.60, -2.90], [-4.98, 0.07, -2.59], [-7.51, -2.62, -2.28], [-7.45, -3.04, -0.59], [-5.51, -3.90, -2.78], [-6.08, -4.84, -1.50], [-3.77, -3.39, -1.61], [-4.36, -4.22, -0.16], [-4.00, -1.38, -0.32], [-5.28, -2.05, 0.66], [-2.28, -4.23, -5.75], [-1.84, -3.07, -4.93], [-1.28, -1.85, -5.71], [-0.89, -0.70, -4.78], [0.11, -1.17, -3.75], [-0.35, 0.38, -5.71], [-0.73, 1.81, -5.09], [-1.66, 1.49, -3.95], [-2.18, 0.03, -4.24], [-3.11, -3.90, -6.37], [-2.74, -4.99, -5.12], [-1.54, -4.69, -6.41], [-1.04, -3.46, -4.29], [-2.62, -2.89, -4.19], [-2.08, -1.51, -6.35], [-0.43, -2.18, -6.31], [-0.27, -1.80, -2.95], [0.59, -0.24, -3.43], [0.84, -1.78, -4.28], [0.70, 0.08, -5.76], [-0.91, 0.30, -6.64], [0.20, 2.23, -4.69], [-1.15, 2.45, -5.86], [-1.19, 1.37, -2.97], [-2.51, 2.17, -3.95], [-2.61, -0.66, -3.51], [-2.86, 0.18, -5.08], [1.37, 4.61, 4.87], [1.99, 3.38, 4.19], [1.30, 2.03, 4.43], [2.08, 0.71, 3.99], [2.25, 0.82, 2.39], [1.18, -0.49, 4.17], [2.04, -1.67, 4.31], [3.47, -1.14, 4.64], [3.36, 0.34, 4.73], [0.38, 4.86, 4.47], [1.93, 5.42, 4.41], [1.43, 4.66, 5.95], [3.03, 3.41, 4.52], [2.27, 3.56, 3.15], [0.37, 1.86, 3.89], [1.17, 1.88, 5.50], [2.98, 1.61, 2.20], [1.30, 0.96, 1.86], [2.62, -0.16, 2.12], [0.42, -0.60, 3.39], [0.53, -0.32, 5.03], [2.03, -2.14, 3.33], [1.59, -2.38, 5.01], [4.15, -1.36, 3.82], [3.83, -1.56, 5.58], [4.22, 0.90, 4.38], [3.22, 0.65, 5.76], [8.02, -2.56, -1.61], [6.64, -2.34, -1.02], [5.51, -2.48, -2.06], [4.16, -2.76, -1.37], [3.83, -1.72, -0.21], [2.96, -2.57, -2.40], [1.80, -3.50, -1.86], [2.56, -4.71, -1.41], [3.95, -4.25, -0.89], [8.81, -2.70, -0.87], [8.38, -1.75, -2.25], [8.08, -3.48, -2.19], [6.64, -1.33, -0.61], [6.52, -2.98, -0.14], [5.66, -3.27, -2.81], [5.36, -1.53, -2.56], [2.77, -1.92, -0.05], [3.92, -0.71, -0.62], [4.43, -1.89, 0.68], [2.63, -1.53, -2.44], [3.23, -2.81, -3.42], [1.19, -3.16, -1.03], [1.08, -3.80, -2.62], [1.95, -5.33, -0.74], [2.62, -5.33, -2.30], [4.10, -4.31, 0.19], [4.73, -4.81, -1.40], [4.48, 8.32, -1.30], [4.17, 6.98, -1.93], [3.87, 5.99, -0.71], [3.64, 4.50, -1.15], [3.26, 3.76, 0.12], [4.82, 3.74, -1.92], [4.17, 2.49, -2.62], [2.65, 2.81, -2.70], [2.53, 4.23, -2.20], [5.46, 8.38, -0.83], [3.73, 8.60, -0.56], [4.52, 9.08, -2.08], [5.11, 6.71, -2.42], [3.54, 7.01, -2.81], [3.00, 6.34, -0.16], [4.71, 5.94, -0.02], [3.02, 2.71, -0.02], [2.35, 4.15, 0.58], [4.09, 3.95, 0.80], [5.57, 3.41, -1.20], [5.20, 4.58, -2.50], [4.34, 1.55, -2.09], [4.68, 2.36, -3.58], [2.11, 2.18, -2.00], [2.30, 2.58, -3.71], [1.55, 4.32, -1.72], [2.70, 4.98, -2.97], [-1.56, -0.16, 0.16], [-0.25, -0.29, -0.02], [0.39, 0.39, -0.82], [0.27, -1.11, 0.77], [-1.53, -0.65, 0.99], [-4.22, -0.75, 3.85], [-3.64, 0.43, 3.58], [-4.35, 1.34, 3.20], [-2.44, 0.59, 3.55], [-4.98, -0.50, 3.33]]
}

---

Entry 2:
{
  "formula": "C58H130F6N7P",
  "method": "ωB97M-V with the def2-TZVPD basis set",
  "max_force_ev_per_a": 2.8,
  "homo_lumo_gap_ha": 0.41212,
  "total_charge": 6,
  "homo_energy_ev": -21.89,
  "lumo_energy_ev": -10.67,
  "relative_energy_kj_mol": 302.5,
  "elements": ["P", "F", "F", "F", "F", "F", "F", "C", "C", "C", "N", "C", "C", "C", "C", "C", "H", "H", "H", "H", "H", "H", "H", "H", "H", "H", "H", "H", "H", "H", "H", "H", "H", "H", "C", "C", "C", "N", "C", "C", "C", "C", "C", "H", "H", "H", "H", "H", "H", "H", "H", "H", "H", "H", "H", "H", "H", "H", "H", "H", "H", "C", "C", "C", "N", "C", "C", "C", "C", "C", "H", "H", "H", "H", "H", "H", "H", "H", "H", "H", "H", "H", "H", "H", "H", "H", "H", "H", "C", "C", "C", "N", "C", "C", "C", "C", "C", "H", "H", "H", "H", "H", "H", "H", "H", "H", "H", "H", "H", "H", "H", "H", "H", "H", "H", "C", "C", "C", "N", "C", "C", "C", "C", "C", "H", "H", "H", "H", "H", "H", "H", "H", "H", "H", "H", "H", "H", "H", "H", "H", "H", "H", "C", "C", "C", "N", "C", "C", "C", "C", "C", "C", "H", "H", "H", "H", "H", "H", "H", "H", "H", "H", "H", "H", "H", "H", "H", "H", "H", "H", "H", "H", "C", "C", "C", "N", "C", "C", "C", "C", "C", "C", "H", "H", "H", "H", "H", "H", "H", "H", "H", "H", "H", "H", "H", "H", "H", "H", "H", "H", "H", "H"],
  "xyz": [[0.47, 0.48, -0.04], [-0.55, -0.17, 1.05], [-0.48, -0.22, -1.17], [-0.51, 1.77, -0.09], [1.40, 1.16, -1.16], [1.19, 1.27, 1.23], [1.46, -0.79, 0.05], [-0.52, -0.93, -8.92], [0.51, -1.60, -7.97], [0.74, -0.67, -6.80], [1.78, -1.14, -5.76], [3.12, -1.12, -6.48], [1.91, -0.08, -4.63], [2.71, -0.91, -3.56], [1.88, -2.20, -3.50], [1.46, -2.43, -4.97], [-1.57, -0.94, -8.62], [-0.57, -1.35, -9.92], [-0.28, 0.14, -9.00], [1.44, -1.66, -8.54], [0.32, -2.64, -7.70], [-0.18, -0.56, -6.22], [1.13, 0.32, -7.02], [3.10, -1.64, -7.43], [3.83, -1.66, -5.85], [3.40, -0.08, -6.60], [2.25, 0.87, -5.04], [0.95, 0.20, -4.19], [3.76, -1.10, -3.77], [2.60, -0.39, -2.61], [2.48, -3.06, -3.20], [1.07, -2.10, -2.77], [1.76, -3.37, -5.43], [0.37, -2.33, -4.93], [2.50, 5.73, 0.70], [1.58, 5.71, 1.92], [0.99, 4.30, 2.09], [-0.06, 4.21, 3.19], [0.62, 4.17, 4.54], [-0.87, 2.95, 2.91], [-2.18, 3.10, 3.64], [-2.49, 4.61, 3.56], [-1.15, 5.29, 3.29], [2.07, 5.15, -0.13], [3.46, 5.36, 1.03], [2.59, 6.68, 0.17], [0.83, 6.49, 1.77], [2.09, 6.06, 2.82], [1.83, 3.63, 2.29], [0.45, 4.03, 1.19], [1.46, 3.48, 4.55], [-0.17, 3.96, 5.26], [1.12, 5.13, 4.67], [-0.26, 2.09, 3.20], [-0.96, 2.87, 1.83], [-2.13, 2.89, 4.72], [-2.96, 2.41, 3.31], [-2.97, 4.98, 4.46], [-3.21, 4.79, 2.76], [-0.86, 6.00, 4.05], [-1.28, 5.77, 2.31], [-1.24, 5.34, -1.32], [-0.63, 4.33, -2.32], [0.05, 5.11, -3.42], [0.87, 4.19, -4.35], [1.81, 3.21, -3.57], [1.62, 4.99, -5.46], [0.55, 5.26, -6.49], [-0.56, 4.21, -6.34], [-0.03, 3.32, -5.20], [-2.04, 5.92, -1.77], [-0.47, 6.03, -0.96], [-1.57, 4.86, -0.40], [-1.36, 3.59, -2.64], [0.11, 3.79, -1.73], [0.74, 5.87, -3.06], [-0.59, 5.69, -4.08], [1.30, 2.44, -3.01], [2.18, 3.94, -2.85], [2.61, 2.86, -4.21], [2.50, 4.39, -5.69], [1.88, 5.86, -4.86], [0.82, 5.41, -7.54], [0.10, 6.20, -6.19], [-0.62, 3.52, -7.18], [-1.55, 4.64, -6.25], [0.57, 2.60, -5.75], [-0.80, 2.82, -4.60], [-0.45, -4.04, 0.61], [0.39, -5.14, 1.33], [1.43, -5.66, 0.30], [2.58, -6.50, 0.84], [2.15, -7.78, 1.57], [3.41, -7.02, -0.34], [4.85, -6.96, 0.14], [4.90, -5.69, 0.97], [3.56, -5.74, 1.73], [-0.80, -4.57, -0.29], [0.14, -3.19, 0.29], [-1.34, -3.93, 1.22], [-0.17, -6.04, 1.59], [1.05, -4.74, 2.10], [1.98, -4.85, -0.17], [0.89, -6.32, -0.39], [2.97, -8.48, 1.51], [1.28, -8.14, 1.02], [1.91, -7.57, 2.61], [3.09, -8.00, -0.67], [3.20, -6.32, -1.15], [5.19, -7.87, 0.61], [5.44, -6.81, -0.77], [5.78, -5.70, 1.62], [4.86, -4.85, 0.28], [3.76, -6.18, 2.70], [3.22, -4.70, 1.78], [1.62, -0.42, 4.09], [3.06, -0.93, 3.94], [3.67, -0.49, 2.56], [5.09, -1.06, 2.26], [4.97, -2.50, 1.87], [5.94, -0.94, 3.56], [7.37, -1.02, 3.02], [7.38, -0.30, 1.72], [5.91, -0.17, 1.33], [0.98, -1.06, 3.48], [1.43, 0.58, 3.70], [1.22, -0.51, 5.10], [3.07, -2.01, 4.09], [3.66, -0.43, 4.70], [3.86, 0.58, 2.47], [3.06, -0.83, 1.73], [4.23, -2.54, 1.07], [4.70, -3.10, 2.74], [5.93, -2.84, 1.49], [5.59, -1.60, 4.35], [5.72, 0.07, 3.92], [7.63, -2.08, 2.95], [8.11, -0.66, 3.74], [7.96, -0.81, 0.95], [7.74, 0.72, 1.86], [5.73, -0.52, 0.31], [5.53, 0.85, 1.36], [-4.07, -6.71, 3.50], [-3.10, -5.61, 3.94], [-3.72, -4.37, 4.58], [-2.87, -3.54, 5.52], [-1.76, -2.97, 4.62], [-2.15, -1.97, 3.55], [-3.06, -0.89, 4.17], [-4.18, -1.40, 5.02], [-3.72, -2.40, 6.09], [-2.23, -4.34, 6.67], [-4.95, -6.18, 3.12], [-4.43, -7.19, 4.41], [-3.72, -7.41, 2.75], [-2.40, -5.45, 3.11], [-2.40, -6.11, 4.61], [-4.45, -4.82, 5.25], [-4.21, -3.79, 3.80], [-1.19, -3.88, 4.45], [-1.04, -2.42, 5.25], [-2.61, -2.57, 2.76], [-1.24, -1.50, 3.18], [-3.56, -0.32, 3.38], [-2.33, -0.19, 4.59], [-5.01, -1.79, 4.42], [-4.69, -0.63, 5.62], [-4.58, -2.80, 6.62], [-3.09, -1.74, 6.69], [-2.97, -4.98, 7.14], [-1.63, -3.74, 7.34], [-1.52, -5.01, 6.18], [-4.70, 5.11, -4.28], [-5.40, 4.18, -3.32], [-4.41, 3.65, -2.26], [-4.98, 2.49, -1.43], [-3.82, 2.15, -0.42], [-4.14, 1.15, 0.72], [-5.46, 1.63, 1.36], [-6.54, 1.67, 0.25], [-6.27, 2.80, -0.71], [-5.06, 1.28, -2.31], [-5.35, 5.81, -4.80], [-4.11, 4.68, -5.09], [-4.00, 5.79, -3.76], [-5.96, 3.40, -3.84], [-6.16, 4.81, -2.84], [-4.17, 4.49, -1.60], [-3.47, 3.33, -2.70], [-3.65, 3.13, 0.03], [-3.03, 1.81, -1.08], [-3.38, 1.14, 1.50], [-4.47, 0.16, 0.42], [-5.43, 2.61, 1.83], [-5.88, 0.91, 2.06], [-7.55, 1.81, 0.65], [-6.66, 0.68, -0.19], [-5.98, 3.75, -0.26], [-7.12, 2.93, -1.39], [-5.02, 0.40, -1.67], [-4.17, 1.13, -2.92], [-5.93, 1.34, -2.96]]
}